[1]
Computed, not measured: C15H46N14O11Zn as an isolated structure in a non-equilibrium geometry, with wB97M-V/def2-TZVPD.

Output
**Gap between HOMO and LUMO**: 7.66 eV
**E_HOMO**: -8.267 eV
**Lowest unoccupied orbital energy**: -0.61 eV
**Molecular weight**: 664.01 g/mol

Geometry as XYZ:
```
87
C15H46N14O11Zn (wB97M-V/def2-TZVPD)
Zn 1.1250 1.7666 0.8307
C 0.5420 -0.1071 -0.3460
O -0.5410 0.4367 0.1693
O 1.4311 -0.4035 0.5884
O 1.1307 0.7816 -1.1390
C -2.9121 -1.4825 2.0117
O -3.7080 -2.3534 2.3184
N -1.5570 -1.6312 2.0242
N -3.2730 -0.2098 1.6773
H -1.0699 -0.9215 1.4816
H -1.1436 -2.5544 2.0500
H -4.2283 0.0487 1.8306
H -2.5886 0.4089 1.2738
C 4.9285 -1.1364 -0.9483
O 6.0407 -1.6141 -1.1136
N 4.2949 -0.3935 -1.9151
N 4.1580 -1.3234 0.1463
H 3.3530 -0.0730 -1.7594
H 4.8149 -0.2027 -2.7489
H 3.3295 -0.7448 0.1878
H 4.4495 -1.8771 0.9274
C 0.0273 3.8453 -0.9942
O 0.7819 3.5164 -0.0552
N -0.5753 5.0577 -1.0611
N -0.3615 2.9767 -1.9423
H -0.5983 5.7211 -0.3093
H -1.2772 5.1752 -1.7709
H 0.1154 2.0778 -1.9650
H -1.2596 3.0771 -2.3817
C 0.7244 0.9710 -4.7260
O -0.4024 1.1566 -4.2967
N 1.0535 1.1156 -6.0484
N 1.7811 0.7605 -3.8995
H 0.3179 1.2430 -6.7182
H 1.9664 0.9367 -6.4226
H 1.6735 0.7592 -2.8878
H 2.6976 0.7444 -4.3098
C 2.9736 -0.7252 3.9003
O 3.6359 0.2027 3.4248
N 3.0495 -1.0887 5.2128
N 2.0632 -1.4490 3.2050
H 2.4997 -1.8660 5.5296
H 3.5795 -0.5461 5.8673
H 1.4778 -2.1422 3.6393
H 1.8573 -1.1287 2.2635
C 1.0430 -4.1656 1.3398
O 0.4638 -3.7233 2.3314
N 1.3775 -3.3564 0.3133
N 1.3104 -5.4845 1.1449
H 1.2101 -2.3843 0.5429
H 1.9017 -3.5909 -0.5085
H 1.7733 -5.7622 0.2997
H 1.0855 -6.1760 1.8337
C 0.5745 1.8241 5.1334
C 0.2157 1.6791 3.6540
C -0.9572 2.5572 3.2755
O -1.1250 2.5371 1.8799
C -2.1367 3.4116 1.4289
N 1.4292 1.9370 2.7993
H 1.3756 1.1143 5.3413
H -0.3104 1.4804 5.6719
H 0.8671 2.8315 5.4228
H -0.1452 0.6654 3.4636
H -0.8867 3.5755 3.6858
H -1.8645 2.1165 3.7116
H -3.0827 3.1858 1.9312
H -2.2255 3.2053 0.3636
H -1.8868 4.4653 1.5834
H 2.1328 1.2873 3.1845
H 1.7537 2.8503 3.1164
C -2.2070 -2.4526 -1.5188
C -2.1604 -1.2866 -2.4855
C -3.0487 -1.6290 -3.6809
O -3.2315 -0.4983 -4.5082
C -4.1808 -0.7622 -5.4996
N -2.4665 0.0104 -1.8925
H -1.3523 -2.4824 -0.8375
H -2.1532 -3.4355 -1.9998
H -3.1154 -2.4048 -0.9148
H -1.1655 -1.1580 -2.9335
H -4.0396 -1.9547 -3.3107
H -2.7170 -2.5002 -4.2617
H -4.3200 0.1465 -6.0867
H -5.1626 -1.0508 -5.1003
H -3.8750 -1.5583 -6.1932
H -3.3220 -0.0830 -1.3455
H -1.7531 0.2137 -1.1765
```

---

[2]
Computed, not measured: a 2-piece molecular cluster, C3H8O2P overall in a non-equilibrium geometry, with wB97M-V/def2-TZVPD.

Output
**Gap between HOMO and LUMO (alpha / beta)**: 6.94 / 6.94 eV
**Net charge**: -1
**E_HOMO (alpha / beta)**: -2.995 / -2.994 eV
**Lowest unoccupied orbital energy (alpha / beta)**: 3.95 / 3.95 eV
**Molecular weight**: 107.07 g/mol

Geometry as XYZ:
```
14
C3H8O2P (wB97M-V/def2-TZVPD)
C -1.0915 0.8714 1.3498
C 0.4704 -0.8921 -2.3515
C 0.4428 0.8975 1.1486
O -0.0121 2.6622 -0.8762
O 2.3884 1.8681 -0.6563
P 0.9647 1.6002 -0.5413
H -1.7785 0.0224 0.8376
H -1.2648 0.7947 2.3679
H -1.5128 1.7088 0.8173
H -0.5510 -1.1966 -2.2988
H 0.5668 -0.4664 -3.3505
H 1.1803 -1.7163 -2.3384
H 0.9338 0.0221 1.3905
H 0.8680 1.5791 1.9614
```

---

[3]
Computed, not measured: a 2-piece molecular cluster, C2H2Br2F3N overall in a non-equilibrium geometry, with wB97M-V/def2-TZVPD.

Output
**Gap between HOMO and LUMO**: 10.16 eV
**E_HOMO**: -9.640 eV
**Lowest unoccupied orbital energy**: 0.52 eV
**Molecular weight**: 256.85 g/mol

Geometry as XYZ:
```
10
C2H2Br2F3N (wB97M-V/def2-TZVPD)
C 0.3746 -0.6315 -0.4148
C -1.0804 0.7634 0.1813
N 1.3356 -0.3497 0.5448
F 0.6278 -0.2324 -1.6769
F -0.8640 0.9211 1.5158
F -0.6616 1.9412 -0.4754
Br -0.5767 -2.3109 -0.3878
Br -2.7905 0.1324 -0.2598
H 2.1591 -0.9295 0.6837
H 1.4761 0.6960 0.2890
```

---

[4]
Computed, not measured: C19H21N5O3S2 as an isolated structure in a non-equilibrium geometry, with wB97M-V/def2-TZVPD.

Output
**Gap between HOMO and LUMO**: 8.58 eV
**E_HOMO**: -8.353 eV
**Lowest unoccupied orbital energy**: 0.22 eV
**Molecular weight**: 431.54 g/mol

Geometry as XYZ:
```
50
C19H21N5O3S2 (wB97M-V/def2-TZVPD)
O -0.9756 0.9788 -2.8475
O -0.6392 -1.2749 1.2977
N 3.5378 -1.4844 -0.0627
N 4.3875 -0.9991 0.7619
N 3.1601 -0.5592 -0.9807
O -1.4565 -0.9144 -1.5846
S 3.4897 2.0906 -1.5512
S 1.3297 2.5143 0.7520
C -0.9144 0.3217 -1.7919
C -0.6780 -0.0741 1.5210
C 3.7363 0.5736 -0.6776
C -0.2653 1.0103 -0.6343
C 0.8670 1.7654 -0.7424
C -5.9800 -1.7348 -3.3866
C -5.2236 -0.6231 -3.7182
C -5.3858 -2.8807 -2.8608
C -3.8745 -0.5945 -3.5126
C -4.0459 -2.8286 -2.5607
C -3.2852 -1.7076 -2.8885
N 4.4650 0.3436 0.4888
N -0.7892 0.9886 0.6838
C 1.6971 1.8507 -1.9764
C -1.8106 -1.7319 -2.6843
C 5.0562 1.3643 1.3263
C 1.0997 -0.9402 4.2463
C 1.9069 1.3630 4.1190
C 1.2501 0.2520 3.3001
C -0.0985 0.7059 2.6781
C -0.1728 1.8797 1.6495
H -7.0445 -1.7573 -3.5003
H -5.7071 0.2288 -4.1367
H -5.9783 -3.7458 -2.5813
H -3.2945 0.2631 -3.8309
H -3.6026 -3.6904 -2.0535
H 1.2872 2.7268 -2.5059
H 1.5702 0.9622 -2.5751
H -1.4912 -2.7602 -2.5090
H -1.2948 -1.4236 -3.6029
H 5.6872 2.0638 0.7726
H 5.6513 0.8868 2.0912
H 4.2279 1.9234 1.8270
H 2.0620 -1.2595 4.6201
H 0.6018 -1.7732 3.6856
H 0.4556 -0.6948 5.1170
H 1.2732 1.6944 4.9813
H 2.0553 2.1947 3.4536
H 2.8925 1.0227 4.4984
H 1.9094 -0.0923 2.5140
H -0.8433 0.8682 3.4274
H -0.8055 2.7072 1.9443
```

---

[5]
Computed, not measured: C3H5N3S in the gas phase in a non-equilibrium geometry, with wB97M-V/def2-TZVPD.

Output
**Gap between HOMO and LUMO**: 9.37 eV
**E_HOMO**: -8.649 eV
**Lowest unoccupied orbital energy**: 0.73 eV
**SMILES**: NSc1ncc[nH]1
**Molecular weight**: 115.16 g/mol

Geometry as XYZ:
```
12
C3H5N3S (wB97M-V/def2-TZVPD)
C 0.8117 -1.4419 -0.5651
C -0.4996 -1.7377 -0.5995
C -0.3384 0.4148 -0.4086
N 0.8952 -0.0253 -0.4751
N -1.2139 -0.6279 -0.3817
N 0.6057 2.3853 1.2789
S -0.6210 2.3242 0.1776
H 1.7189 -2.0130 -0.5962
H -1.1274 -2.6039 -0.7781
H -2.2295 -0.7559 -0.6065
H 0.5066 1.7257 2.0221
H 1.4918 2.3556 0.9322
```

---

[6]
Computed, not measured: C2HNO3S as an isolated structure in a non-equilibrium geometry, with wB97M-V/def2-TZVPD.

Output
**Gap between HOMO and LUMO (alpha / beta)**: 7.52 / 7.79 eV
**E_HOMO (alpha / beta)**: -7.594 / -10.255 eV
**Lowest unoccupied orbital energy (alpha / beta)**: -0.07 / -2.47 eV
**Molecular weight**: 119.10 g/mol
**2S+1**: 3

Geometry as XYZ:
```
8
C2HNO3S (wB97M-V/def2-TZVPD)
C 0.2164 -0.8053 1.5069
C -0.4265 -0.6556 -0.2877
N -0.3919 0.1223 0.9636
O 0.7870 -1.5051 2.1927
O 0.0312 -0.2565 -2.8106
O 0.2023 1.7160 -1.1362
S 0.2178 0.3278 -1.4841
H -0.6364 1.0563 1.0555
```